Version 1
The following is a DFT calculation (ωB97M-V with the def2-TZVPD basis set) of a single C8H19NO molecule.

Last column: natural (NBO) charge in e.
Cartesian coordinates (Å):
O 0.277 -0.593 -1.735  -0.728
N 1.574 0.649 -0.015  -0.486
C -0.618 0.387 1.825  -0.615
C -2.048 -0.793 0.003  -0.397
C 2.920 0.114 -0.082  -0.416
C -0.763 0.182 0.326  -0.248
C 0.430 -0.454 -0.348  0.456
C 1.497 1.856 -0.813  -0.427
C 0.797 -1.826 0.194  -0.657
C -3.303 0.016 -0.281  -0.605
H 1.026 -1.794 1.253  0.221
H 1.664 -2.200 -0.346  0.228
H -3.187 0.593 -1.198  0.196
H -2.206 -1.417 0.882  0.193
H -3.516 0.704 0.537  0.200
H -1.481 0.926 2.212  0.209
H 3.071 -0.625 0.702  0.196
H -0.549 -0.566 2.342  0.201
H 0.512 2.315 -0.733  0.193
H 2.218 2.588 -0.438  0.207
H 1.726 1.682 -1.879  0.162
H -0.069 0.231 -2.095  0.470
H -1.866 -1.476 -0.828  0.211
H -0.020 -2.517 0.012  0.229
H 3.141 -0.342 -1.061  0.167
H 0.288 0.950 2.032  0.237
H 3.641 0.916 0.094  0.197
H -0.992 1.134 -0.159  0.197
H -4.165 -0.640 -0.401  0.209

Calculated values
- Structure (SMILES): CC[C@@H](C)[C@@](C)(O)N(C)C



Version 2
The following is a DFT calculation (ωB97M-V with the def2-TZVPD basis set) of 2 unconnected molecules or ions with the total composition C8H19NO.

Last column: natural (NBO) charge in e.
Cartesian coordinates (Å):
O 1.922 -2.016 -2.201  -0.578
N 0.344 -0.501 -1.777  -0.463
C 0.436 2.194 1.299  -0.612
C 0.430 -0.304 -3.216  -0.427
C 0.043 2.074 2.734  -0.400
C -1.626 -1.871 -1.139  -0.637
C 1.255 -1.517 -1.324  0.672
C 1.701 -1.357 0.102  -0.717
C -1.025 -0.455 -1.237  -0.218
C -1.041 1.044 3.064  -0.611
H 1.331 2.811 1.216  0.212
H -1.039 0.091 -0.300  0.198
H 0.864 -0.965 0.673  0.214
H -1.010 -2.508 -0.488  0.205
H 0.633 1.200 0.882  0.203
H 0.308 -1.288 -3.712  0.211
H 0.945 1.892 3.332  0.197
H 2.627 -0.812 0.239  0.254
H -1.547 0.160 -1.953  0.204
H -0.280 2.836 0.754  0.204
H 1.929 -2.259 0.686  0.233
H -2.017 1.401 2.728  0.207
H -0.182 0.546 -3.490  0.200
H 1.374 0.159 -3.534  0.212
H -0.469 3.031 2.968  0.195
H -2.697 -1.938 -0.920  0.222
H -0.816 0.089 2.590  0.190
H -1.416 -2.430 -2.061  0.214
H -0.976 0.692 4.086  0.216

Calculated values
- Structure (SMILES): CCN(C)C(C)=O.CCC



Ranking the structures above from most stable to least stable yields version 1, version 2.